1.
Below is a 2-piece molecular cluster, C6H11NO overall, with properties calculated with wB97M-V/def2-TZVPD.

Each line ends with the natural charge from an NBO analysis.
Geometry (Å):
O  3.76  0.38  -1.60  -0.5531
C  2.65  0.00  -1.26  0.2872
C  1.43  0.55  -1.75  -0.2054
C  0.14  0.13  -1.20  -0.4672
C  -0.41  1.07  -0.13  -0.4792
N  -2.67  -1.25  1.64  -0.5331
C  -2.03  -0.79  0.63  -0.0077
C  -1.44  0.50  0.73  -0.0234
H  2.54  -0.81  -0.51  0.0987
H  0.85  -0.84  2.97  0.0190
H  1.49  1.34  -2.50  0.2043
H  -0.60  -0.10  -1.98  0.2122
H  0.36  -0.82  -0.70  0.2133
H  0.46  1.25  0.57  0.2630
H  -0.55  2.11  -0.44  0.2680
H  0.45  -0.26  2.73  -0.0198
H  -3.03  -2.18  1.43  0.3401
H  -1.80  -1.28  -0.31  0.1726
H  -1.60  1.00  1.68  0.2108

Values from the calculation:
2S+1 = 1
Kohn-Sham gap = 3.83 eV

***

2.
Below is a 2-piece molecular cluster, C5H6O2 overall, with properties calculated with wB97M-V/def2-TZVPD.

Each line ends with the natural charge from an NBO analysis.
Geometry (Å):
C  2.50  -0.97  0.09  -0.1895
C  1.30  -0.92  -0.05  -0.0392
C  -0.15  -0.94  -0.27  -0.5760
C  -1.09  -0.45  0.77  0.4280
O  -2.25  -0.20  0.52  -0.5537
H  3.56  -1.04  0.24  0.2440
H  -0.65  -1.90  0.08  0.2884
H  -0.43  -0.73  -1.32  0.2614
H  -0.67  -0.53  1.78  0.1484
C  -0.54  1.92  -0.47  0.2568
O  0.16  2.21  0.47  -0.5099
H  -1.39  1.25  -0.35  0.1407
H  -0.34  2.28  -1.49  0.1004

Values from the calculation:
Structure (SMILES) = C#CCC=O.C=O
2S+1 = 1
Kohn-Sham gap = 10.68 eV